The following is a DFT calculation (ωB97M-V with the def2-TZVPD basis set) of a molecular structure, C23H48N2O2P2Pb.

XYZ file:
```
78
Properties=species:S:1:pos:R:3
Pb -0.20396 0.27886 0.17555
C -2.12970 0.76979 0.31618
O -3.26461 1.07476 0.40707
C -0.57923 -1.70290 -0.45470
O -0.86604 -2.76909 -0.83178
P -0.25966 1.07966 -2.26667
C 1.18015 0.54962 -3.28984
H 0.96066 0.93630 -4.29565
C -1.77826 0.64857 -3.23522
H -1.98619 -0.39245 -2.93360
C -0.18835 2.93432 -2.29321
H 0.75887 3.15416 -1.77414
C -0.53948 1.01596 3.71257
P -0.28218 -0.47511 2.63513
H 0.97654 -1.75046 4.19139
H 0.34570 1.63574 3.49208
C -1.65249 -1.63814 3.10793
H -1.75976 -1.39024 4.17448
C -3.01810 1.49337 -2.92506
H -3.09536 2.35190 -3.61212
H -3.05998 1.86447 -1.90061
H -3.92048 0.87887 -3.08255
C -1.51120 0.65669 -4.74178
H -2.45990 0.80881 -5.27676
H -1.07750 -0.28990 -5.08526
H -0.83518 1.46870 -5.03141
C -0.12218 3.53875 -3.69711
H 0.64362 3.08518 -4.33492
H 0.11862 4.61260 -3.61129
H -1.09203 3.47380 -4.20890
C -1.32086 3.57363 -1.48991
H -0.97353 4.52452 -1.06055
H -1.65910 2.93423 -0.66259
H -2.18711 3.79835 -2.12480
C 2.49496 1.16565 -2.80478
H 2.70717 2.12753 -3.30009
H 3.33049 0.48653 -3.03080
H 2.48414 1.34381 -1.72063
C 1.27674 -0.97038 -3.36840
H 1.58287 -1.38485 -2.41172
H 2.04036 -1.26045 -4.10913
H 0.33304 -1.44842 -3.64709
C -0.55153 0.71125 5.21616
H 0.07222 -0.14260 5.49733
H -1.57543 0.53141 5.57443
H -0.17386 1.59226 5.76218
C -1.77958 1.81459 3.32155
H -2.69792 1.23108 3.45954
C 1.83848 -2.25242 2.30779
H -1.74198 2.15463 2.28021
H -1.85899 2.70507 3.96518
C 2.32571 -0.16795 3.61490
H 2.59708 -1.80557 1.65756
H 2.32714 -3.08268 2.84046
H 1.07559 -2.69799 1.65383
C 1.27494 -1.22982 3.26720
H 3.32924 -0.61433 3.57785
H 2.18001 0.24166 4.62305
H 2.30120 0.66682 2.90272
C -1.31790 -3.12522 2.97419
H -1.18982 -3.41539 1.92245
H -2.16086 -3.71448 3.37175
H -0.41929 -3.41937 3.52839
C -2.99071 -1.34766 2.42666
H -3.22320 -0.28318 2.37785
H -3.79887 -1.84089 2.99839
H -3.02706 -1.75186 1.40494
H 1.59880 -0.41050 0.52964
H 1.58372 -0.05140 -0.46541
N 3.25538 -1.35290 -0.64821
C 3.87940 -2.45517 -0.89157
C 3.00694 -3.50509 -0.78867
C 1.78160 -3.00498 -0.46027
N 1.93424 -1.68607 -0.40445
H 3.62271 -0.38768 -0.65251
H 4.91560 -2.48429 -1.12409
H 3.24181 -4.54442 -0.92025
H 0.95369 -3.66757 -0.30010
```

Values from the calculation:
**Charge**: +4
**ΔE to the lowest compared entry with this formula, charge and spin**: 163.97 kcal per mole
**Frontier orbital gap (spin up / spin down)**: 5.91 / 5.92 eV
**Strongest force on any atom**: 15.59 eV/Å

Taken from the Mulliken analysis, the atomic charges in e are: 1.962 -0.408 -0.058 0.307 -0.133 -0.692 0.702 1.075 1.177 0.411 0.365 0.555 0.651 -0.205 1.093 0.518 0.674 0.588 -1.698 0.372 0.342 0.458 -1.570 0.438 0.374 0.374 -1.592 0.397 0.452 0.358 -1.341 0.427 0.249 0.376 -1.376 0.303 0.425 0.147 -1.891 0.498 0.559 0.403 -1.652 0.452 0.464 0.413 -1.336 0.251 -1.245 0.236 0.535 -1.561 0.539 0.346 0.037 0.248 0.439 0.361 0.322 -1.337 0.268 0.459 0.376 -1.358 0.166 0.480 0.307 0.879 -0.506 -0.236 -0.504 -1.075 -0.457 -0.094 0.283 0.561 0.539 0.332